16
Properties=species:S:1:pos:R:3:lowdin_charge:R:1 method="wB97M-V/def2-TZVPD" total_energy_ha=-471.2819 homo_lumo_gap_ev=9.359 total_charge=0
C -1.6945 -1.7148 0.2168 -0.1331
N -1.1111 -0.3932 0.0862 0.0430
C 0.1647 -0.2593 0.0038 -0.3601
N 1.1341 -1.2234 -0.0954 0.1460
C 0.6522 1.1556 -0.0722 -0.3593
O 2.0783 1.3361 -0.1669 0.0124
N -0.0084 2.1755 0.7000 0.2097
C -0.2747 2.1589 -0.6306 -0.3640
O -1.1545 2.2335 -1.4476 0.1439
H -1.4263 -2.3550 -0.6307 0.0718
H -1.3974 -2.1991 1.1520 0.0792
H -2.7851 -1.6211 0.2213 0.0711
H 0.7953 -2.1571 -0.2899 0.0885
H 1.9437 -0.9651 -0.6516 0.1017
H 2.4931 0.8981 0.5989 0.1067
H 0.5906 2.9304 1.0060 0.1424

---

16
Properties=species:S:1:pos:R:3:lowdin_charge:R:1 method="wB97M-V/def2-TZVPD" smiles="[H]/N=C(/N)C1=NOC[C@H]1O" total_energy_ha=-471.2687 homo_lumo_gap_ev=9.195 total_charge=0
H -1.3124 1.8230 -0.0713 0.0451
N -2.1494 1.1800 -0.0443 0.1183
C -1.6101 -0.0097 0.0092 -0.4800
N -2.4785 -1.0691 0.0413 0.1058
C -0.1907 -0.3028 -0.1064 -0.1684
N 0.2417 -1.5132 -0.4392 0.1269
O 1.6077 -1.5457 -0.3443 -0.1251
C 2.1294 -0.3335 0.2942 -0.0827
C 0.9046 0.7080 0.2908 -0.3391
O 1.0945 1.8333 -0.4691 -0.0433
H -2.0925 -2.0665 0.0432 0.1308
H -3.3841 -0.8545 -0.2956 0.0809
H 2.5906 -0.5554 1.3525 0.1472
H 3.0383 0.0687 -0.1819 0.1166
H 0.8671 1.0263 1.3814 0.1672
H 0.7440 1.6110 -1.4604 0.1998

---

18
Properties=species:S:1:pos:R:3:lowdin_charge:R:1 method="wB97M-V/def2-TZVPD" smiles="CN1C(=O)N(C)[S@](=N)(=O)C1=O" total_energy_ha=-944.7500 homo_lumo_gap_ev=10.389 total_charge=0
C -1.2148 -2.4275 -0.2474 0.0169
N -0.1597 -1.4266 -0.1424 -0.0230
C -0.5504 -0.0504 -0.2892 -0.5226
O -1.6900 0.2290 -0.5444 0.1316
N 0.4762 0.7676 -0.0412 -0.1750
C 0.3777 2.1944 -0.2306 -0.0497
S 2.0645 -0.0203 -0.0993 0.8151
N 3.0326 0.7834 0.7782 -0.1777
O 2.4630 0.0465 -1.4731 -0.3191
C 1.0946 -1.7724 0.0502 -0.4285
O 1.6572 -2.8010 0.2134 0.1332
H -1.6797 -2.3688 -1.2316 0.1051
H -0.7750 -3.4114 -0.0959 0.0985
H -1.9720 -2.2271 0.5098 0.1037
H -0.5675 2.5524 0.1775 0.0982
H 1.2193 2.6424 0.2940 0.0804
H 0.4374 2.4495 -1.2890 0.0998
H 2.9031 0.6863 1.7695 0.0132

---

16
Properties=species:S:1:pos:R:3:lowdin_charge:R:1 method="wB97M-V/def2-TZVPD" smiles="CSn1ncn(C)c1=O" total_energy_ha=-794.2614 homo_lumo_gap_ev=9.062 total_charge=0
C -2.9096 -0.2891 1.1290 -0.3452
S -2.5458 0.1916 -0.6236 0.8722
N -0.8696 -0.2031 -0.5962 -0.4346
N -0.2948 -1.1566 -1.3325 0.0183
C 1.0541 -1.0491 -1.1845 -0.0980
N 1.3588 -0.0079 -0.3505 -0.0338
C 2.6291 0.6991 -0.0844 0.0342
C 0.2077 0.6210 0.0269 -0.4827
O -0.0226 1.5906 0.7075 0.0550
H -2.4502 -1.3322 0.9562 0.0585
H -4.0087 -0.2150 1.1853 0.0328
H -2.5414 0.3435 1.8669 0.0004
H 1.6556 -1.7587 -1.6151 0.0913
H 2.4438 1.6238 0.4513 0.1027
H 3.2321 0.0646 0.4522 0.0665
H 3.0615 0.8773 -0.9885 0.0625

---

15
Properties=species:S:1:pos:R:3:lowdin_charge:R:1 method="wB97M-V/def2-TZVPD" smiles="[H]/N=C/N1C[C@@H](S)C=N1" total_energy_ha=-719.0184 homo_lumo_gap_ev=9.239 total_charge=0
H 3.7460 -1.0634 0.5928 0.0327
N 2.8821 -1.1625 0.0612 0.0779
C 2.0289 -0.3656 0.5649 -0.2898
N 0.7533 -0.2073 0.0873 -0.1568
C -0.3208 0.4375 0.8316 -0.1838
C -1.5146 0.3193 -0.1274 -0.6080
S -1.7896 1.9043 -1.0006 0.7459
C -0.9766 -0.7592 -1.0531 -0.1719
N 0.2667 -1.0019 -0.9283 0.1194
H 2.2285 0.3263 1.4290 0.1355
H -0.5221 -0.1128 1.7610 0.1270
H -0.0732 1.4630 1.0659 0.1023
H -2.4389 0.0097 0.3925 0.1038
H -2.7200 1.4767 -1.8689 -0.1403
H -1.5496 -1.2641 -1.8080 0.1060

---

16
Properties=species:S:1:pos:R:3:lowdin_charge:R:1 method="wB97M-V/def2-TZVPD" total_energy_ha=-450.4909 homo_lumo_gap_ev=10.934 total_charge=+1
C 1.0740 1.5536 0.3617 -0.3056
C -3.1600 0.2326 0.0128 -0.3736
C 1.3002 0.2765 -0.3431 -0.0881
C -1.3393 -0.0677 -0.4085 -0.2323
N 0.3579 1.6206 1.4013 0.0867
N -1.9439 0.4590 0.7149 0.2278
N -2.4761 -0.7680 -0.7244 0.2402
N -0.1242 -0.1184 -0.9701 0.1670
O -4.2172 0.8213 0.1714 0.1901
H 1.0832 2.5358 -0.3879 0.1826
H 1.9908 0.1879 -1.2269 0.1422
H 1.5098 -0.5773 0.3285 0.1218
H -1.6051 1.1779 1.3157 0.1133
H -2.9742 -1.2397 -1.4364 0.1672
H -0.0460 -0.7609 -1.7194 0.1416
H 0.7515 0.4119 1.8042 0.2190

---

16
Properties=species:S:1:pos:R:3:lowdin_charge:R:1 method="wB97M-V/def2-TZVPD" total_energy_ha=-450.4356 homo_lumo_gap_ev=9.248 total_charge=+1
H -2.3452 -2.6819 1.4465 0.1306
N -1.8286 -1.7949 1.4217 0.1855
N -0.8998 -1.8750 0.6004 -0.3095
O -0.4049 -2.7989 0.0197 0.0886
C -0.2125 -0.4465 0.2605 -0.0575
N -0.8006 0.5362 0.8313 0.1330
N -0.2922 1.7885 0.7072 0.1014
C 0.6046 2.0839 -0.1358 -0.0564
C 0.8939 1.1043 -1.2271 -0.0975
C 0.8272 -0.3888 -0.7184 -0.0276
H -1.4529 0.1893 1.5720 0.1857
H 1.0175 3.0196 0.0149 0.1228
H 0.2385 1.4867 -2.0746 0.1635
H 1.8876 1.3851 -1.4488 0.1047
H 1.7771 -0.3146 -0.0297 0.2086
H 0.9903 -1.2931 -1.2399 0.1241

---

16
Properties=species:S:1:pos:R:3:lowdin_charge:R:1 method="wB97M-V/def2-TZVPD" total_energy_ha=-773.5222 homo_lumo_gap_ev=9.387 total_charge=+1
N -0.7262 -0.7914 0.9131 0.1670
C -0.1981 -0.0093 -0.0852 -0.2679
N 1.0234 0.3636 -0.2321 0.0412
N 1.9435 0.2006 0.8913 0.1870
C -1.2457 0.4297 -1.2871 -0.3133
C -0.8898 1.1319 -2.3666 -0.2877
S -2.3622 1.2821 -3.3566 1.0644
C -3.1333 0.2619 -2.2469 -0.4940
N -2.5215 -0.0602 -1.1807 0.0334
H -1.6002 -1.1844 0.8955 0.0681
H -0.0129 -1.3619 1.4686 0.1376
H 2.0694 1.1700 1.2083 0.1918
H 2.8251 -0.1226 0.4483 0.1875
H 1.6611 -0.5947 1.4330 0.1309
H -0.0524 1.7264 -2.6313 0.0691
H -4.1779 0.1081 -2.4967 0.0848

---

16
Properties=species:S:1:pos:R:3:lowdin_charge:R:1 method="wB97M-V/def2-TZVPD" smiles=C1CN1Cc1nnn[nH]1 total_energy_ha=-430.2697 homo_lumo_gap_ev=11.051 total_charge=0
C 1.5621 0.5331 -0.7338 -0.1527
C 1.2487 1.9585 -0.5214 -0.1263
N 0.6469 0.8883 0.2969 -0.1348
C -0.7247 0.6412 -0.0353 -0.1107
C -1.1262 -0.9338 0.2771 -0.2581
N -1.6484 -1.8549 -0.5673 0.0481
N -1.5837 -2.9742 0.1252 -0.1082
N -1.0915 -2.8861 1.2472 -0.0059
N -0.7735 -1.5507 1.3845 0.0612
H 1.1274 0.2072 -1.7077 0.1274
H 2.6760 0.3337 -0.4671 0.1435
H 1.7978 2.5987 0.1362 0.0983
H 0.4542 2.4384 -1.0324 0.0916
H -1.0515 0.7189 -1.0094 0.0861
H -1.4108 1.1390 0.5042 0.0761
H -0.1028 -1.2574 2.1032 0.1645

---

16
Properties=species:S:1:pos:R:3:lowdin_charge:R:1 method="wB97M-V/def2-TZVPD" total_energy_ha=-430.3066 homo_lumo_gap_ev=10.025 total_charge=0
H -3.1903 -0.6378 0.0293 0.0606
N -2.3289 -1.2308 -0.0843 0.1164
C -1.3378 -0.4105 0.0154 -0.4048
N -1.4602 0.9952 0.2177 -0.0642
N -0.4628 1.9295 -0.0919 0.0046
C 0.0910 -0.9128 -0.0314 -0.2198
C 0.9695 -0.3834 -1.1173 -0.1776
N 2.0964 0.0307 -0.7157 0.0462
N 2.0883 -0.0037 0.7406 0.0421
C 0.9838 -0.5079 1.1251 -0.1271
H -2.4128 1.3362 -0.0440 0.1386
H 0.2114 2.1252 0.6788 0.0986
H 0.0782 1.6477 -0.9198 0.0657
H 0.0259 -1.9934 -0.1826 0.1576
H 0.7297 -0.5485 -2.1776 0.1329
H 0.7889 -0.6873 2.2004 0.1302

---

13
Properties=species:S:1:pos:R:3:lowdin_charge:R:1 method="wB97M-V/def2-TZVPD" total_energy_ha=-286.4768 homo_lumo_gap_ev=9.438 total_charge=0
C 0.1949 2.0003 -1.5281 0.0038
N 0.5937 0.8788 -0.9721 -0.1058
C -0.2358 -0.0855 -0.2598 -0.2685
C 0.3696 -1.4314 0.1527 -0.1393
O -0.0986 -1.2713 1.4970 -0.1061
C -0.4698 0.0936 1.2497 -0.1297
H -0.9032 2.0388 -1.3241 -0.0008
H -1.1667 -0.1884 -0.8204 0.1450
H 1.5795 0.6378 -1.0469 0.1134
H 1.4692 -1.4660 0.1021 0.1222
H -0.0445 -2.3203 -0.3358 0.1212
H 0.2124 0.8079 1.7311 0.1248
H -1.5006 0.3056 1.5548 0.1200

---

13
Properties=species:S:1:pos:R:3:lowdin_charge:R:1 method="wB97M-V/def2-TZVPD" smiles="C/C(N)=C/C=O" total_energy_ha=-286.4792 homo_lumo_gap_ev=8.741 total_charge=0
C 0.8554 0.9670 -1.1158 -0.1023
C -0.0387 -0.2190 -0.4420 -0.4340
N 0.7983 -1.2031 -0.3536 0.0406
C -1.2609 0.1089 0.1923 -0.0429
C -1.4818 -0.4781 1.6468 -0.3015
O -1.2877 -1.6192 1.9171 0.0074
H 1.8976 1.3298 -0.5584 0.1142
H 1.3210 0.6710 -2.1849 0.0969
H 0.3120 1.9691 -1.1672 0.0650
H 1.9508 -0.8046 -0.5170 0.2090
H 0.6645 -2.0668 0.3568 0.1692
H -1.7923 0.9396 -0.1202 0.0391
H -1.9383 0.4056 2.3461 0.1393

---

13
Properties=species:S:1:pos:R:3:lowdin_charge:R:1 method="wB97M-V/def2-TZVPD" smiles="CN1CCC1=O" total_energy_ha=-286.5560 homo_lumo_gap_ev=10.464 total_charge=0
C 1.0003 -1.1073 0.4895 -0.0818
N 0.8649 0.0343 -0.4125 -0.0784
C 0.1842 1.1801 0.2554 -0.1481
C -1.1713 0.7131 -0.2952 -0.0569
C -0.4094 -0.3968 -0.9882 -0.4858
O -0.6670 -1.2978 -1.7331 0.1180
H -0.0249 -1.5415 0.5787 0.0997
H 1.6348 -1.8607 0.0291 0.0937
H 1.3092 -0.8235 1.4932 0.0873
H 0.5070 2.1513 -0.1298 0.1089
H 0.3017 1.1855 1.3461 0.1109
H -1.9278 0.4236 0.4352 0.1185
H -1.6018 1.3398 -1.0684 0.1141

---

13
Properties=species:S:1:pos:R:3:lowdin_charge:R:1 method="wB97M-V/def2-TZVPD" total_energy_ha=-286.4714 homo_lumo_gap_ev=8.388 total_charge=0
C -1.7368 -0.0354 0.5910 -0.0715
C -0.5286 -0.8144 0.1286 -0.3258
C 0.1211 -0.4937 -1.2083 -0.0683
N 0.7215 -0.1028 0.0326 -0.0948
C 1.5484 0.7853 0.4115 -0.1773
O 2.2955 1.3874 -0.5112 0.0690
H -1.7809 0.0598 1.6822 0.0708
H -2.6463 -0.5448 0.2549 0.0772
H -1.7187 0.9597 0.1364 0.0788
H -0.4051 -1.7971 0.5923 0.1307
H 0.6649 -1.3543 -1.6173 0.0512
H 1.8466 1.1818 -1.3626 0.1119
H 1.6878 1.1044 1.4377 0.1479

---

13
Properties=species:S:1:pos:R:3:lowdin_charge:R:1 method="wB97M-V/def2-TZVPD" smiles=O[C@H]1CN2C[C@@H]12 total_energy_ha=-286.5258 homo_lumo_gap_ev=10.457 total_charge=0
O -0.0525 1.8590 -0.7362 -0.0168
C 0.6910 0.7687 -0.2582 -0.3277
C 0.4093 0.2029 1.1567 -0.1183
N 0.1114 -1.1610 0.6330 -0.0298
C -0.9874 -1.0459 -0.3142 -0.1230
C 0.3582 -0.6366 -0.7530 -0.1890
H -0.9874 1.6995 -0.5534 0.0814
H 1.7343 1.0470 -0.4230 0.1452
H -0.3933 0.6959 1.7210 0.1181
H 1.2922 0.1088 1.7917 0.1115
H -1.7802 -0.3148 -0.1422 0.1079
H -1.3409 -2.0149 -0.6556 0.1079
H 0.9452 -1.2088 -1.4666 0.1326

---

13
Properties=species:S:1:pos:R:3:lowdin_charge:R:1 method="wB97M-V/def2-TZVPD" smiles="C[C@H]1CN=CO1" total_energy_ha=-286.5967 homo_lumo_gap_ev=10.565 total_charge=0
C -0.3340 -1.2869 -0.9578 -0.0463
C -0.2381 0.1613 -0.5234 -0.3389
C -0.6484 0.4370 0.9426 -0.1662
N 0.5169 1.0768 1.5608 0.0644
C 1.4101 1.0906 0.6648 -0.2369
O 1.1468 0.5879 -0.5610 -0.0306
H 0.0660 -1.4225 -1.9666 0.0813
H 0.2282 -1.9282 -0.2712 0.0887
H -1.3804 -1.6108 -0.9544 0.0858
H -0.7805 0.8065 -1.2233 0.1415
H -1.5205 1.0937 1.0202 0.1121
H -0.8819 -0.4888 1.4834 0.1127
H 2.4159 1.4834 0.7858 0.1322

---

13
Properties=species:S:1:pos:R:3:lowdin_charge:R:1 method="wB97M-V/def2-TZVPD" total_energy_ha=-286.4040 homo_lumo_gap_ev="7.733 / 7.925" total_charge=0
C -0.0242 -0.2074 0.1324 -0.1328
C -1.0702 0.6210 0.4450 0.0090
C -2.4420 0.5590 -0.0364 -0.1327
C 2.4501 -0.1098 0.1046 -0.0112
N 1.1278 0.4555 0.0711 -0.3358
O 0.9742 1.7143 -0.0935 -0.0387
H -0.0458 -1.2922 0.1409 0.1239
H -2.5105 1.3845 -0.7516 0.0922
H -2.7189 -0.3631 -0.5617 0.0781
H -3.1490 0.7770 0.7628 0.0672
H 2.9617 0.0561 -0.8468 0.0950
H 3.0177 0.3992 0.8864 0.0983
H 2.3935 -1.1747 0.3166 0.0875

---

13
Properties=species:S:1:pos:R:3:lowdin_charge:R:1 method="wB97M-V/def2-TZVPD" total_energy_ha=-286.4194 homo_lumo_gap_ev=9.120 total_charge=0
C -0.2949 -0.3822 -0.7365 -0.2532
C -1.5398 0.2507 0.2330 -0.1070
N 1.7598 0.9019 0.1149 0.0495
C 0.0154 -0.6479 1.0038 0.0330
C 1.0363 -0.3424 -0.0240 -0.4125
O -1.0192 0.8033 -0.9662 -0.0310
H -0.5575 -1.2518 -1.3282 0.1501
H 1.9809 1.3115 -0.7870 0.0741
H 1.2111 1.5776 0.6366 0.0731
H -1.5764 0.9766 1.0329 0.1012
H -2.4580 -0.3232 0.1236 0.1207
H -0.2335 -1.7114 1.0485 0.0614
H 1.6757 -1.1628 -0.3514 0.1408

---

13
Properties=species:S:1:pos:R:3:lowdin_charge:R:1 method="wB97M-V/def2-TZVPD" smiles="C/N=C/[C@H]1CO1" total_energy_ha=-286.5313 homo_lumo_gap_ev=10.903 total_charge=0
C -2.2545 0.1970 0.4231 -0.1320
N -0.8022 0.2448 0.4387 0.0061
C -0.1985 -0.2402 -0.5588 -0.1407
C 1.2814 -0.4490 -0.5268 -0.2776
C 2.1749 0.4080 0.2616 -0.1235
O 1.7884 -0.8629 0.7353 -0.0346
H -2.6239 -0.7201 -0.0545 0.0739
H -2.6832 1.0589 -0.1001 0.0785
H -2.6177 0.2168 1.4537 0.0703
H -0.7224 -0.6067 -1.4567 0.1221
H 1.6919 -0.9965 -1.3761 0.1345
H 3.2243 0.4901 -0.0230 0.1103
H 1.7414 1.2598 0.7836 0.1127

---

13
Properties=species:S:1:pos:R:3:lowdin_charge:R:1 method="wB97M-V/def2-TZVPD" smiles="N=C1CC(O)C1" total_energy_ha=-286.5585 homo_lumo_gap_ev=10.714 total_charge=0
N -2.0667 -0.3082 1.2384 0.1454
C -0.9951 -0.2612 0.5746 -0.3899
C 0.3570 0.4499 0.8062 -0.0587
C 0.5378 0.3028 -0.7216 -0.3993
O 1.7578 -0.1709 -1.2106 -0.0166
C -0.5690 -0.7591 -0.7741 -0.0604
H -1.7631 0.2344 2.0419 0.0470
H 0.4317 1.4674 1.2269 0.1138
H 1.0686 -0.1862 1.3511 0.1222
H 0.2105 1.2309 -1.2129 0.1490
H 2.4287 0.5024 -1.0533 0.0968
H -0.1172 -1.7515 -0.6665 0.1318
H -1.2810 -0.7510 -1.6002 0.1190